An isolated molecule of C5H7N3O2, computed with ωB97M-V/def2-TZVPD.

The structure (SMILES) is N[C@@]1([N+](=O)[O-])C=CC=NC1.

```
! RIJCOSX wB97M-V def2-TZVPD def2/J DEFGRID3
* xyz 0 1
C 1.494 0.443 1.208
C 0.328 -0.355 1.233
C 1.977 0.964 -0.081
C 0.301 0.137 -1.429
C -0.593 -0.407 0.081
N 1.525 0.734 -1.231
N -1.093 -1.690 -0.137
N -1.681 0.653 0.152
O -1.331 1.745 0.449
O -2.771 0.295 -0.166
H 2.031 0.740 2.097
H 0.163 -0.980 2.079
H 3.070 1.401 -0.074
H 0.380 -0.732 -2.025
H -0.482 0.798 -1.857
H -1.697 -1.602 -0.940
H -1.621 -2.145 0.642
*
```

Atomic partial charges in e from the Löwdin method, atoms 1 to 4: C -0.02; C 0.01; C -0.17; C -0.07

***

An isolated molecule of C5H7N3O2S, computed with ωB97M-V/def2-TZVPD.

The structure (SMILES) is C[S@](=N)(=O)c1nccc(=O)[nH]1.

```
! RIJCOSX wB97M-V def2-TZVPD def2/J DEFGRID3
* xyz 0 1
C 1.162 2.716 1.161
C 1.448 1.435 1.444
C 0.485 3.090 -0.115
C 0.253 0.707 -0.387
C -0.730 -2.288 -0.214
N 0.993 0.428 0.591
N -2.043 -0.534 -1.597
N -0.017 1.911 -0.785
O 0.212 4.130 -0.624
O 0.409 -1.107 -2.245
S -0.600 -0.759 -1.249
H 1.440 3.620 1.817
H 2.137 1.244 2.169
H -1.820 -2.487 -0.369
H -0.008 -2.862 -0.661
H -0.568 -2.257 0.859
H -2.193 0.065 -2.377
H -0.426 2.110 -1.673
*
```

Atomic partial charges in e from the Löwdin method, atoms 1 to 4: C 0.02; C -0.08; C -0.42; C -0.41

***

An isolated molecule of C5H7N3O2S, computed with ωB97M-V/def2-TZVPD.

The structure (SMILES) is [H]/N=c1\sc([N+](=O)[O-])c(C)n1C.

```
! RIJCOSX wB97M-V def2-TZVPD def2/J DEFGRID3
* xyz 0 1
C -0.077 -0.292 -0.446
C 0.468 -1.424 0.238
C 0.514 0.548 1.587
C -0.307 -0.354 -1.864
C -0.702 2.049 0.096
N 0.661 1.531 2.345
N -0.069 0.771 0.291
N 0.400 -2.700 -0.168
O 0.627 -3.559 0.679
O -0.028 -2.923 -1.340
S 0.804 -1.127 1.860
H -0.915 -1.256 -1.997
H 0.574 -0.646 -2.454
H -0.707 0.580 -2.215
H -1.512 2.027 -0.678
H -0.996 2.412 1.082
H 0.062 2.814 -0.223
H 1.203 1.549 3.207
*
```

Atomic partial charges in e from the Löwdin method, atoms 1 to 4: C -0.26; C -0.48; C -0.67; C 0.00

***

An isolated molecule of C5H7N3O3S, computed with ωB97M-V/def2-TZVPD.

```
! RIJCOSX wB97M-V def2-TZVPD def2/J DEFGRID3
* xyz 0 1
C 0.085 1.194 1.872
C -0.333 -1.096 2.531
C -1.088 -1.016 0.122
C -0.151 -0.051 -0.555
C 1.326 0.577 -2.961
N 0.273 0.151 2.519
N -0.583 -1.674 1.312
N -0.183 1.215 -0.304
O 0.360 2.180 -0.814
O -0.471 -1.710 3.560
O -0.905 1.465 0.962
S 0.757 -0.764 -1.874
H 0.776 2.021 2.019
H -2.025 -0.483 0.346
H -1.302 -1.804 -0.603
H 2.121 0.141 -3.558
H 1.700 1.414 -2.383
H 0.501 0.885 -3.595
H -0.857 -2.645 1.406
*
```

Atomic partial charges in e from the Löwdin method, atoms 1 to 4: C -0.18; C -0.55; C -0.18; C -0.49

***

The ion C5H7N4 with charge +1, computed with ωB97M-V/def2-TZVPD.

The structure (SMILES) is C=NC(=[NH2+])/N=C/C=C=N.

```
! RIJCOSX wB97M-V def2-TZVPD def2/J DEFGRID3
* xyz 1 1
C 0.871 -0.279 -0.891
C 3.140 -0.004 0.177
C -1.342 0.584 -0.127
C -2.422 -1.439 0.770
C 2.273 -0.623 -0.686
N -0.051 0.420 -0.325
N 3.864 0.262 1.058
N -1.952 1.833 -0.213
N -2.245 -0.391 0.166
H -2.273 -1.687 1.878
H 0.415 -0.723 -1.872
H -3.096 -2.058 0.289
H 2.648 -1.284 -1.460
H -1.540 2.694 -0.516
H -2.826 1.879 0.267
H 4.537 0.817 1.484
*
```

Atomic partial charges in e from the Löwdin method, atoms 1 to 4: C -0.11; C -0.07; C -0.36; C 0.06

***

An isolated molecule of C5H7N5, computed with ωB97M-V/def2-TZVPD.

The structure (SMILES) is C#CC[C@H](N)n1cnnn1.

```
! RIJCOSX wB97M-V def2-TZVPD def2/J DEFGRID3
* xyz 0 1
C 1.000 1.692 -1.723
C 0.897 1.050 -0.706
C -2.593 0.426 1.174
C 0.601 0.376 0.553
C -0.562 -0.799 0.437
N -3.800 0.467 -0.560
N -3.742 0.841 0.734
N -2.933 -0.157 -1.000
N -1.833 -0.190 0.318
N -0.213 -1.788 -0.562
H 1.244 2.084 -2.663
H -2.325 0.420 2.198
H 0.197 0.898 1.457
H 1.500 -0.319 0.735
H -0.440 -1.402 1.444
H -0.624 -1.583 -1.489
H -0.749 -2.746 -0.324
*
```

Atomic partial charges in e from the Löwdin method, atoms 1 to 4: C 0.12; C -0.16; C -0.24; C -0.15

***

An isolated molecule of C5H7N5, computed with ωB97M-V/def2-TZVPD.

The structure (SMILES) is C#CC[C@H](N)n1cnnn1.

```
! RIJCOSX wB97M-V def2-TZVPD def2/J DEFGRID3
* xyz 0 1
C 2.199 -1.538 0.929
C 1.014 -1.791 0.857
C -1.860 1.325 0.512
C -0.401 -1.693 0.771
C -0.815 -0.672 -0.500
N -3.929 0.912 0.320
N -3.027 1.809 0.786
N -3.417 -0.060 -0.216
N -1.849 0.177 -0.123
N 0.339 0.113 -1.052
H 3.219 -1.508 0.787
H -0.939 1.977 0.672
H -0.859 -1.444 1.697
H -0.836 -2.668 0.378
H -1.117 -1.133 -1.397
H 1.246 -0.481 -1.119
H 0.561 0.792 -0.326
*
```

Atomic partial charges in e from the Löwdin method, atoms 1 to 4: C 0.12; C -0.18; C -0.23; C -0.11

***

An isolated molecule of C5H7N5S, computed with ωB97M-V/def2-TZVPD.

The structure (SMILES) is [H]/N=C\[C@@H](S)C(C)=C1N=NN=N1.

```
! RIJCOSX wB97M-V def2-TZVPD def2/J DEFGRID3
* xyz 0 1
C -1.884 -0.062 0.155
C 0.439 0.758 0.126
C -0.542 -0.349 0.209
C 0.062 1.868 -0.837
C -0.083 -1.744 0.364
N -3.976 -0.301 0.024
N -2.915 -0.976 0.094
N -3.692 1.031 0.094
N -2.444 1.201 0.148
N 0.249 1.855 -2.068
S 0.505 1.324 1.884
H 1.444 0.382 -0.089
H -0.415 2.741 -0.408
H -0.673 -2.261 1.118
H 0.975 -1.798 0.609
H -0.252 -2.274 -0.576
H 0.690 1.024 -2.461
H -0.696 1.901 1.867
*
```

Atomic partial charges in e from the Löwdin method, atoms 1 to 4: C -0.37; C -0.57; C -0.23; C -0.30

***

An isolated molecule of C5H7NO, computed with ωB97M-V/def2-TZVPD.

The structure (SMILES) is C=C(C#N)COC.

```
! RIJCOSX wB97M-V def2-TZVPD def2/J DEFGRID3
* xyz 0 1
C -0.370 -0.260 1.644
C -0.951 -0.414 -1.238
C 0.285 0.023 -1.020
C 0.497 1.220 -0.155
O 0.673 0.686 1.145
C 1.426 -0.787 -1.357
N 2.343 -1.417 -1.678
H -0.033 -1.288 1.470
H -1.487 -0.305 1.442
H -0.310 0.024 2.677
H -1.136 -1.388 -1.662
H -1.792 0.239 -1.023
H 1.347 1.831 -0.505
H -0.397 1.853 -0.157
*
```

Atomic partial charges in e from the Löwdin method, atoms 1 to 4: C -0.07; C 0.08; C -0.31; C -0.20

***

An isolated molecule of C5H7NO, computed with ωB97M-V/def2-TZVPD.

```
! RIJCOSX wB97M-V def2-TZVPD def2/J DEFGRID3
* xyz 0 1
C -1.565 -0.846 -0.299
N -1.791 0.592 -0.079
C -0.463 0.025 0.127
C 0.323 -0.155 1.409
C 1.950 -0.076 -0.446
C 0.659 0.566 -0.683
O 1.527 1.017 0.405
H -1.931 -1.559 0.439
H -1.648 -1.179 -1.330
H -2.245 0.749 0.819
H -0.103 0.496 2.195
H 1.963 -1.080 -0.018
H 2.816 0.194 -1.032
H 0.508 1.255 -1.507
*
```

Atomic partial charges in e from the Löwdin method, atoms 1 to 4: C -0.10; N 0.05; C -0.53; C 0.17

***

An isolated molecule of C5H7NO, computed with ωB97M-V/def2-TZVPD.

The structure (SMILES) is OCC#C[C@H]1CN1.

```
! RIJCOSX wB97M-V def2-TZVPD def2/J DEFGRID3
* xyz 0 1
O -2.992 1.048 -0.843
C -2.648 -0.069 -0.050
C -1.199 -0.190 0.193
C -0.018 -0.223 0.434
C 1.403 -0.369 0.688
C 2.404 -0.501 -0.396
N 2.429 0.650 0.543
H -2.576 1.823 -0.448
H -3.150 -0.049 0.929
H -3.027 -0.940 -0.593
H 1.621 -1.001 1.551
H 2.001 -0.300 -1.398
H 3.276 -1.130 -0.352
H 2.476 1.251 -0.259
*
```

Atomic partial charges in e from the Löwdin method, atoms 1 to 4: O -0.06; C -0.28; C 0.01; C 0.03

***

An isolated molecule of C5H7NO, computed with ωB97M-V/def2-TZVPD.

```
! RIJCOSX wB97M-V def2-TZVPD def2/J DEFGRID3
* xyz 0 1
O 1.946 -0.081 2.944
C 2.036 0.594 1.707
C 0.817 0.483 0.883
C -0.203 0.390 0.251
C -1.450 0.313 -0.517
C -1.537 -0.884 -2.242
N -1.820 -1.074 -0.903
H 1.152 0.230 3.396
H 2.273 1.661 1.839
H 2.878 0.140 1.177
H -2.301 0.788 -0.059
H -0.629 -1.475 -2.436
H -1.313 0.787 -1.505
H -1.278 -1.764 -0.378
*
```

Atomic partial charges in e from the Löwdin method, atoms 1 to 4: O -0.06; C -0.28; C 0.01; C 0.00

***

An isolated molecule of C5H7NO, computed with ωB97M-V/def2-TZVPD.

```
! RIJCOSX wB97M-V def2-TZVPD def2/J DEFGRID3
* xyz 0 1
C -1.597 -0.976 0.320
C -0.897 0.215 -0.303
C -0.459 1.390 0.570
N 0.544 1.925 -0.234
C 0.606 0.568 -0.276
O -0.167 1.089 1.732
C 1.904 -0.117 -0.416
H -1.283 -1.117 1.357
H -2.685 -0.812 0.312
H -1.405 -1.896 -0.242
H -1.231 0.475 -1.308
H 1.947 -1.154 -0.085
H 2.676 0.480 0.073
H 2.047 -0.070 -1.499
*
```

Atomic partial charges in e from the Löwdin method, atoms 1 to 4: C -0.04; C -0.15; C -0.48; N 0.23

***

An isolated molecule of C5H7NO, computed with ωB97M-V/def2-TZVPD.

The structure (SMILES) is C=C1C=C(N)OC1.

```
! RIJCOSX wB97M-V def2-TZVPD def2/J DEFGRID3
* xyz 0 1
C 1.511 1.275 0.525
C 0.715 0.645 -0.336
C -0.740 0.804 -0.403
C -1.132 -0.468 -0.193
N -2.154 -0.890 0.631
O -0.253 -1.427 -0.592
C 0.956 -0.711 -0.950
H 2.490 0.888 0.786
H 1.128 2.129 1.080
H -2.056 -0.366 1.494
H -1.290 1.670 -0.063
H -2.084 -1.879 0.831
H 1.792 -1.259 -0.515
H 1.050 -0.681 -2.043
*
```

Atomic partial charges in e from the Löwdin method, atoms 1 to 4: C 0.04; C -0.31; C -0.01; C -0.42

***

An isolated molecule of C5H7NO, computed with ωB97M-V/def2-TZVPD.

The structure (SMILES) is OCC#C[C@H]1CN1.

```
! RIJCOSX wB97M-V def2-TZVPD def2/J DEFGRID3
* xyz 0 1
O 0.573 3.006 -0.007
C -0.337 2.193 -0.714
C -0.822 1.001 -0.016
C -0.924 -0.198 0.063
C -0.567 -1.587 -0.019
C 0.876 -1.881 0.167
N -0.106 -2.304 1.166
H 0.590 2.760 0.923
H -1.130 2.808 -1.151
H 0.216 1.731 -1.542
H -1.118 -2.154 -0.757
H 1.559 -1.057 0.376
H 1.305 -2.686 -0.417
H -0.116 -1.631 1.929
*
```

Atomic partial charges in e from the Löwdin method, atoms 1 to 4: O -0.06; C -0.27; C 0.01; C 0.01

***

An isolated molecule of C5H7NO, computed with ωB97M-V/def2-TZVPD.

The structure (SMILES) is CC(=O)[C@@H](C)C#N.

```
! RIJCOSX wB97M-V def2-TZVPD def2/J DEFGRID3
* xyz 0 1
C -1.806 -0.629 0.403
C -0.618 0.014 -0.317
C -0.648 1.490 -0.292
N -0.548 2.644 -0.213
C 0.713 -0.326 0.384
O 0.688 -0.831 1.482
C 2.008 0.025 -0.335
H -1.748 -0.409 1.472
H -2.744 -0.261 -0.017
H -1.790 -1.719 0.292
H -0.565 -0.308 -1.367
H 2.625 -0.880 -0.377
H 2.574 0.774 0.233
H 1.859 0.415 -1.348
*
```

Atomic partial charges in e from the Löwdin method, atoms 1 to 4: C -0.05; C -0.29; C -0.19; N 0.17

***

Calculated values (eV) of E for the records, taken in order: -13858.8646 -24696.2282 -24695.0531 -26742.1954 -11248.9546 -12743.7247 -12744.0819 -23580.8149 -8833.6378 -8829.4051 -8831.9716 -8829.6821 -8832.0803 -8834.1928 -8832.2403 -8835.6247.
Calculated values (eV/Å) of largest force on an atom for the records, taken in order: 4.6 4.2 4.6 1.2 4.5 6.0 4.7 1.4 2.0 0.7 2.5 1.1 3.9 0.5 0.7 1.6.
Calculated values (eV) of energy above the lowest of the compared OMol25 structures with the same formula, charge and spin for the records, taken in order: 5.324 3.606 4.781 3.910 2.012 5.049 4.692 0.222 2.565 6.798 4.231 6.521 4.123 2.010 3.963 0.578.